# 1
The following is a DFT calculation (the ωB97M-V functional and the def2-TZVPD basis) of a structure of composition C37H37Br2N5O6PdS3.

Last column: Mulliken spin population.
Element x y z (Å)
Pd  -0.38  -0.10  0.34  1.5320
Br  1.25  5.82  3.25  -0.0003
C  0.79  4.14  2.57  -0.0018
C  1.60  3.04  2.80  0.0035
C  1.22  1.83  2.24  0.0161
N  0.11  1.69  1.52  0.1204
C  -0.68  2.75  1.31  0.0193
C  -0.36  4.00  1.81  -0.0004
C  -1.90  2.51  0.48  -0.0058
C  -2.93  3.44  0.40  0.0057
C  -4.03  3.15  -0.40  -0.0003
Br  -5.43  4.37  -0.53  -0.0001
C  -4.08  1.94  -1.08  0.0051
C  -3.02  1.07  -0.94  -0.0004
N  -1.96  1.34  -0.17  0.0499
H  2.50  3.11  3.38  0.0006
H  1.83  0.95  2.39  -0.0053
H  -0.98  4.86  1.61  0.0007
H  -2.89  4.37  0.94  -0.0003
H  -4.92  1.69  -1.71  -0.0003
H  -3.01  0.11  -1.44  0.0041
C  -1.83  -4.01  -1.95  0.0048
S  -0.75  -3.06  -0.89  -0.0008
O  -1.35  -1.66  -0.93  0.0581
C  -1.22  -3.77  0.68  0.0052
C  -2.39  -3.37  1.30  0.0025
C  -2.72  -3.92  2.53  0.0024
C  -1.88  -4.86  3.12  0.0009
C  -0.71  -5.25  2.49  -0.0004
C  -0.37  -4.70  1.26  0.0012
H  -2.86  -3.86  -1.62  0.0001
H  -1.55  -5.06  -1.88  0.0008
H  -1.68  -3.65  -2.97  -0.0001
H  -3.03  -2.63  0.84  -0.0028
H  -3.63  -3.62  3.03  0.0001
H  -2.14  -5.29  4.08  0.0000
H  -0.06  -5.99  2.95  0.0000
H  0.55  -4.99  0.76  0.0001
O  1.19  0.18  -1.11  0.1321
S  0.70  0.48  -2.53  0.0018
C  1.03  -0.98  -3.48  -0.0073
C  -0.01  -1.53  -4.21  0.0033
C  0.22  -2.68  -4.95  -0.0002
C  1.47  -3.28  -4.93  0.0005
C  2.51  -2.73  -4.18  0.0002
C  2.30  -1.57  -3.46  0.0024
C  1.94  1.57  -3.18  0.0061
C  1.90  1.91  -4.53  -0.0003
C  2.84  2.80  -5.02  0.0011
C  3.80  3.34  -4.17  -0.0006
C  3.82  3.00  -2.83  0.0012
C  2.89  2.11  -2.32  0.0030
H  -0.98  -1.05  -4.22  0.0008
H  -0.57  -3.11  -5.56  0.0000
H  1.65  -4.17  -5.51  0.0000
H  3.48  -3.19  -4.18  0.0000
H  3.10  -1.11  -2.89  0.0005
H  1.15  1.48  -5.18  0.0001
H  2.82  3.07  -6.07  0.0001
H  4.53  4.04  -4.56  0.0000
H  4.57  3.42  -2.17  0.0000
H  2.89  1.83  -1.27  -0.0027
C  5.15  -0.51  6.42  0.0000
C  5.73  -0.54  5.01  0.0000
S  4.58  -1.07  3.78  0.0002
O  3.37  -0.27  3.88  0.0005
O  5.25  -1.12  2.50  0.0001
C  4.16  -2.75  4.23  -0.0001
C  3.40  -3.45  3.11  0.0011
N  2.14  -2.77  2.75  -0.0007
C  1.95  -2.07  1.61  -0.0212
N  0.80  -1.40  1.66  0.0481
C  0.24  -1.66  2.88  -0.0135
C  1.05  -2.51  3.55  0.0381
N  0.75  -3.15  4.80  0.0001
O  -0.27  -2.81  5.35  0.0002
O  1.48  -4.06  5.17  0.0004
C  2.87  -2.08  0.44  0.0093
H  5.87  -0.07  7.10  0.0000
H  4.92  -1.51  6.78  0.0000
H  4.24  0.09  6.45  0.0000
H  6.60  -1.19  4.92  0.0000
H  6.02  0.46  4.66  0.0000
H  3.60  -2.73  5.16  0.0000
H  5.11  -3.28  4.39  0.0001
H  3.18  -4.46  3.42  0.0001
H  4.01  -3.48  2.21  0.0000
H  -0.71  -1.27  3.20  -0.0160
H  3.03  -3.10  0.09  -0.0008
H  3.83  -1.65  0.71  -0.0013
H  2.42  -1.49  -0.36  -0.0011

Calculated values
Net charge ... +2
ΔE to the lowest compared entry with this formula, charge and spin ... 0.00 kcal/mol
Energy ... -234759.6499 eV
2S+1 ... 3
Expectation value of S² ... 2.0044
Gap between HOMO and LUMO (spin up / spin down) ... 0.312 / 0.268 hartree

# 2
The following is a DFT calculation (the ωB97M-V functional and the def2-TZVPD basis) of a structure of composition C37H37BrN7OW in a non-equilibrium geometry.

Last column: Mulliken spin population.
Element x y z (Å)
W  0.03  0.39  -0.24  0.6247
O  -2.77  4.94  1.95  0.0002
C  -2.01  3.86  1.84  0.0012
C  -1.56  3.13  2.96  -0.0006
C  -0.81  1.99  2.75  0.0050
N  -0.55  1.56  1.52  -0.0571
C  -0.93  2.23  0.41  0.0571
Br  -0.21  1.69  -2.57  0.0409
C  -1.65  3.42  0.56  0.0584
H  -3.00  5.15  2.87  0.0002
H  -1.79  3.46  3.96  -0.0003
H  -0.42  1.40  3.57  -0.0009
H  -1.97  4.00  -0.29  0.0010
C  5.07  2.36  1.17  -0.0023
C  4.99  1.23  1.97  0.0013
C  3.84  0.47  2.01  -0.0056
C  2.73  0.86  1.24  -0.0081
C  2.80  2.03  0.47  0.0402
C  3.97  2.76  0.42  0.0141
N  1.53  0.15  1.23  0.0109
N  1.28  -0.62  2.28  0.0574
C  0.08  -1.21  2.29  0.0002
C  -0.26  -2.03  3.38  0.0172
C  -1.49  -2.63  3.45  0.0015
C  -2.44  -2.40  2.46  0.0045
C  -2.11  -1.60  1.36  0.0199
C  -0.87  -0.99  1.23  0.0645
H  5.97  2.94  1.14  0.0001
H  5.84  0.94  2.58  -0.0001
H  3.76  -0.42  2.61  -0.0002
H  1.90  2.38  -0.07  -0.0081
H  4.03  3.65  -0.18  0.0001
H  0.48  -2.17  4.15  0.0002
H  -1.73  -3.29  4.28  0.0006
H  -3.42  -2.85  2.52  -0.0001
H  -2.87  -1.47  0.60  0.0146
C  -4.12  1.94  -1.88  -0.0004
C  -3.58  0.59  -2.23  0.0092
C  -4.06  -0.12  -3.33  0.2166
C  -3.48  -1.33  -3.70  -0.0579
C  -3.95  -2.12  -4.87  0.0017
C  -2.41  -1.83  -2.97  0.0780
C  -1.86  -1.13  -1.88  0.0402
C  -2.55  0.04  -1.48  0.0977
N  -0.68  -1.40  -1.21  0.5727
C  -0.08  -2.74  -1.31  -0.1892
C  -1.09  -3.88  -1.02  0.0404
C  -0.42  -5.24  -1.21  -0.0018
C  0.71  -5.41  -0.20  -0.0018
C  1.73  -4.29  -0.42  0.0005
C  2.33  -4.44  -1.82  -0.0011
C  1.21  -4.28  -2.84  0.0016
C  0.14  -5.36  -2.63  0.0022
C  0.58  -2.90  -2.70  0.0824
C  1.04  -2.93  -0.26  0.0438
H  -5.09  2.11  -2.34  -0.0045
H  -3.43  2.68  -2.29  -0.0043
H  -4.19  2.09  -0.81  -0.0007
H  -4.87  0.29  -3.91  -0.0007
H  -4.72  -1.59  -5.44  -0.0033
H  -4.36  -3.07  -4.55  -0.0040
H  -3.12  -2.33  -5.53  -0.0029
H  -1.99  -2.75  -3.33  0.0487
H  -2.26  0.55  -0.54  0.0073
H  -1.97  -3.82  -1.66  -0.0011
H  -1.44  -3.78  0.01  -0.0049
H  -1.17  -6.02  -1.05  0.0021
H  1.19  -6.38  -0.34  0.0003
H  0.32  -5.37  0.82  0.0002
H  2.52  -4.37  0.33  0.0001
H  2.80  -5.42  -1.91  0.0001
H  3.10  -3.68  -1.99  -0.0009
H  1.62  -4.37  -3.85  0.0004
H  0.59  -6.35  -2.75  0.0001
H  -0.65  -5.27  -3.37  0.0002
H  -0.14  -2.74  -3.50  0.0041
H  1.35  -2.13  -2.81  -0.0168
H  1.79  -2.14  -0.33  -0.0179
H  0.60  -2.91  0.74  0.0096
N  5.03  -1.86  -3.91  0.0179
C  4.33  -1.13  -3.37  -0.0081
N  3.53  -0.30  -2.79  0.0450
C  2.61  -0.23  -2.00  0.0575
N  1.70  -0.05  -1.25  -0.0114

Calculated values
Net charge ... +1
ΔE to the lowest compared entry with this formula, charge and spin ... 21.10 kcal/mol
Energy ... -123307.8380 eV
2S+1 ... 3
Expectation value of S² ... 2.0446
Gap between HOMO and LUMO (spin up / spin down) ... 0.223 / 0.224 hartree

# 3
The following is a DFT calculation (the ωB97M-V functional and the def2-TZVPD basis) of a structure of composition C37H37Cl2N2NdO2S3 in a non-equilibrium geometry.

Last column: Mulliken spin population.
Element x y z (Å)
Nd  0.73  -0.30  0.97  3.0230
C  2.47  -1.59  4.33  -0.0019
C  2.86  -0.85  3.09  0.0072
C  3.29  -1.54  1.94  0.0017
C  3.78  -0.85  0.82  -0.0031
C  4.49  -1.55  -0.30  0.0017
C  3.74  0.55  0.83  0.0038
C  3.35  1.27  1.96  -0.0042
C  3.53  2.75  2.02  0.0013
C  2.91  0.55  3.08  -0.0054
H  1.57  -1.15  4.77  0.0001
H  3.26  -1.52  5.07  -0.0002
H  2.29  -2.64  4.13  -0.0001
H  3.39  -2.62  2.00  0.0011
H  5.56  -1.38  -0.19  -0.0003
H  4.19  -1.17  -1.27  -0.0004
H  4.33  -2.63  -0.28  -0.0001
H  4.17  1.09  -0.02  0.0004
H  4.59  2.98  2.04  -0.0002
H  3.08  3.17  2.92  0.0000
H  3.10  3.25  1.16  -0.0003
H  2.66  1.08  3.99  0.0000
O  1.60  -0.19  -1.10  0.0030
S  1.98  -0.25  -2.56  -0.0007
C  1.26  1.26  -3.34  0.0007
C  1.64  2.56  -2.65  0.0000
C  0.90  2.79  -1.33  -0.0011
C  -0.60  2.96  -1.50  0.0001
S  -1.48  2.27  -0.02  -0.0008
O  -1.04  0.82  -0.02  -0.0055
C  -3.13  2.32  -0.71  -0.0004
C  -3.83  1.18  -1.07  -0.0001
C  -5.13  1.30  -1.52  0.0000
C  -5.73  2.55  -1.59  -0.0001
C  -5.03  3.68  -1.22  0.0000
C  -3.73  3.57  -0.77  0.0000
C  0.73  -1.30  -3.32  0.0002
C  -0.49  -1.47  -2.68  0.0009
C  -1.51  -2.14  -3.34  0.0003
C  -1.30  -2.62  -4.62  -0.0002
C  -0.07  -2.47  -5.24  0.0000
C  0.96  -1.80  -4.59  -0.0002
H  0.19  1.12  -3.38  -0.0002
H  1.65  1.24  -4.36  0.0000
H  1.43  3.39  -3.32  0.0000
H  2.72  2.57  -2.46  0.0000
H  1.31  3.69  -0.85  0.0002
H  1.10  1.94  -0.66  0.0035
H  -1.00  2.41  -2.35  -0.0001
H  -0.89  4.00  -1.59  0.0000
H  -3.35  0.21  -0.99  0.0000
H  -5.70  0.43  -1.80  0.0000
H  -6.75  2.64  -1.93  0.0000
H  -5.50  4.65  -1.27  0.0000
H  -3.18  4.45  -0.45  0.0000
H  -0.65  -1.05  -1.69  -0.0006
H  -2.47  -2.26  -2.86  0.0000
H  -2.10  -3.12  -5.14  0.0001
H  0.09  -2.84  -6.24  0.0000
H  1.91  -1.66  -5.06  0.0000
Cl  0.39  2.10  2.29  -0.0035
C  -1.05  1.89  3.26  -0.0028
C  -1.66  3.05  3.71  -0.0003
C  -2.77  2.95  4.53  -0.0003
C  -3.24  1.70  4.90  -0.0001
C  -2.62  0.55  4.44  0.0003
Cl  -3.20  -0.99  4.92  -0.0002
C  -1.50  0.61  3.59  0.0032
S  -0.76  -0.88  3.08  -0.0149
H  -1.26  4.01  3.43  -0.0001
H  -3.25  3.84  4.89  0.0000
H  -4.09  1.61  5.56  -0.0001
N  -1.19  -7.62  -1.24  0.0002
C  -0.89  -6.58  -0.87  0.0000
C  -0.50  -5.29  -0.42  0.0003
C  -1.44  -4.37  0.06  -0.0001
C  -1.00  -3.12  0.47  -0.0006
N  0.28  -2.73  0.40  -0.0045
C  1.17  -3.63  -0.06  0.0010
C  0.84  -4.90  -0.48  0.0004
H  -2.48  -4.65  0.13  0.0000
H  -1.71  -2.40  0.88  -0.0004
H  2.20  -3.30  -0.10  -0.0008
H  1.59  -5.59  -0.83  0.0000

Calculated values
Net charge ... +2
ΔE to the lowest compared entry with this formula, charge and spin ... 0.00 kcal/mol
Energy ... -118861.7553 eV
2S+1 ... 4
Expectation value of S² ... 3.7531
Gap between HOMO and LUMO (spin up / spin down) ... 0.262 / 0.264 hartree

# 4
The following is a DFT calculation (the ωB97M-V functional and the def2-TZVPD basis) of a cluster of 8 separate species, C37H37Cl4F5O2 in total in a non-equilibrium geometry.

Last column: Mulliken charge in e.
Element x y z (Å)
Cl  -1.66  -1.06  1.35  -0.1398
C  -0.57  0.25  0.83  0.2589
Cl  -1.19  1.79  1.53  -0.1204
Cl  1.06  0.00  1.48  -0.1390
Cl  -0.52  0.39  -0.89  -0.1069
F  -1.60  3.47  -1.76  -0.0304
C  -2.90  3.53  -2.10  0.2041
C  -3.83  2.95  -1.22  -0.1331
C  -5.17  2.91  -1.59  -0.5175
C  -5.57  3.42  -2.82  -0.4760
C  -4.64  3.89  -3.71  -0.4504
C  -3.32  4.00  -3.33  -0.4453
H  -3.55  2.51  -0.27  0.3835
H  -5.92  2.54  -0.90  0.3886
H  -6.62  3.46  -3.10  0.3684
H  -4.91  4.23  -4.70  0.3615
H  -2.57  4.30  -4.05  0.3987
F  -2.89  -7.40  3.92  -0.2936
C  -2.76  -6.75  2.76  0.2510
C  -2.49  -5.39  2.80  -0.3542
C  -2.54  -4.69  1.60  0.3771
C  -2.70  -5.35  0.39  -0.4148
C  -3.02  -6.70  0.37  -0.4503
C  -3.08  -7.38  1.57  -0.3993
H  -2.37  -4.83  3.71  0.4198
H  -2.34  -3.62  1.58  -0.1444
H  -2.49  -4.82  -0.53  0.4171
H  -3.03  -7.31  -0.52  0.3450
H  -3.24  -8.45  1.68  0.3551
F  6.20  -2.24  4.15  -0.3070
C  5.82  -2.47  2.87  0.3252
C  6.43  -3.51  2.19  -0.4122
C  6.01  -3.75  0.89  -0.4461
C  4.97  -3.04  0.37  -0.4779
C  4.34  -2.00  1.07  -0.0310
C  4.77  -1.73  2.37  -0.3327
H  7.27  -4.01  2.64  0.3994
H  6.40  -4.55  0.27  0.3432
H  4.52  -3.23  -0.60  0.4085
H  3.48  -1.51  0.63  0.1185
H  4.30  -1.00  3.01  0.4138
F  0.65  -2.68  -1.43  -0.2468
C  1.15  -2.45  -2.67  0.2393
C  1.11  -3.43  -3.61  -0.5240
C  1.70  -3.28  -4.86  -0.4205
C  2.29  -2.05  -5.14  -0.6932
C  2.24  -1.04  -4.19  -0.4436
C  1.72  -1.21  -2.93  -0.1866
H  0.62  -4.36  -3.33  0.4250
H  1.62  -4.01  -5.66  0.3713
H  2.78  -1.88  -6.09  0.4051
H  2.87  -0.18  -4.38  0.4014
H  1.87  -0.43  -2.20  0.6717
F  4.14  3.08  -4.88  -0.3289
C  3.33  3.14  -3.80  0.2552
C  3.71  3.89  -2.71  -0.4304
C  2.84  4.01  -1.62  -0.6584
C  1.59  3.39  -1.69  -0.1191
C  1.21  2.64  -2.79  -0.3453
C  2.09  2.52  -3.84  -0.7662
H  4.72  4.30  -2.71  0.4112
H  3.10  4.69  -0.83  0.3884
H  0.95  3.62  -0.85  0.5053
H  0.23  2.23  -2.99  0.5532
H  1.90  1.99  -4.77  0.5347
C  -2.03  0.07  4.76  -0.9078
C  -3.47  -0.41  4.88  0.8255
C  -3.66  -1.75  5.58  -0.9080
O  -4.41  0.24  4.49  -0.5542
H  -1.53  0.02  5.73  0.3962
H  -2.01  1.11  4.46  0.1934
H  -1.46  -0.54  4.06  0.1745
H  -4.50  -1.73  6.27  0.3562
H  -2.77  -1.98  6.17  0.3157
H  -3.82  -2.49  4.80  0.1395
C  0.84  4.98  2.14  -0.6376
C  0.57  6.17  1.25  0.8345
C  -0.88  6.51  0.98  -0.8963
O  1.48  6.78  0.75  -0.5638
H  1.88  4.72  1.92  0.2573
H  0.24  4.13  1.80  -0.1142
H  0.68  5.11  3.21  0.4370
H  -1.36  5.60  0.62  0.0469
H  -0.92  7.33  0.27  0.3193
H  -1.34  6.80  1.92  0.3721

Calculated values
ΔE to the lowest compared entry with this formula, charge and spin ... 14.27 kcal/mol
Energy ... -106739.7054 eV
Gap between HOMO and LUMO ... 0.343 hartree
Structure (SMILES) ... ClC(Cl)(Cl)Cl.Fc1ccccc1.Fc1ccccc1.Fc1ccccc1.Fc1ccccc1.Fc1ccccc1.CC(C)=O.CC(C)=O

# 5
The following is a DFT calculation (the ωB97M-V functional and the def2-TZVPD basis) of a structure of composition C37H37F3O2P2Re in a non-equilibrium geometry.

Last column: Mulliken spin population.
Element x y z (Å)
Re  0.25  0.01  -0.18  3.1955
C  5.09  2.46  -4.86  -0.0002
C  4.10  3.33  -4.63  -0.0007
C  3.23  3.92  -5.69  0.0001
C  2.95  3.01  -6.91  -0.0002
C  2.48  1.64  -6.53  -0.0002
C  3.24  0.56  -6.33  -0.0006
C  4.73  0.53  -6.48  -0.0001
C  5.47  1.85  -6.19  0.0001
C  -1.26  -1.51  0.09  -0.2906
H  5.80  2.20  -4.06  0.0000
H  4.04  3.81  -3.65  -0.0002
H  3.68  4.86  -6.06  0.0000
H  2.24  4.18  -5.27  -0.0005
H  2.10  3.48  -7.44  0.0000
H  3.77  3.04  -7.64  0.0000
H  1.38  1.55  -6.54  0.0010
H  2.77  -0.43  -6.25  0.0000
H  4.99  0.21  -7.51  0.0000
H  5.17  -0.22  -5.79  -0.0001
H  6.54  1.58  -6.08  0.0000
H  5.45  2.54  -7.06  0.0000
H  -0.74  -2.23  0.74  -0.0347
H  -1.69  -2.04  -0.78  0.0246
H  -2.06  -1.01  0.66  0.0002
P  1.44  1.82  -0.71  0.0617
P  -0.06  -0.40  -2.30  -0.0042
C  1.46  1.89  -2.54  -0.0407
C  0.74  0.98  -3.22  -0.0124
C  1.03  3.53  -0.15  -0.0142
C  1.25  4.63  -0.99  -0.0044
C  0.91  5.92  -0.57  0.0029
C  0.29  6.11  0.69  -0.0082
C  0.02  5.00  1.50  0.0008
C  0.39  3.73  1.09  0.0129
C  3.21  1.61  -0.21  -0.0821
C  3.77  0.33  -0.35  0.0269
C  5.08  0.10  0.08  0.0433
C  5.84  1.15  0.62  -0.0277
C  5.27  2.43  0.77  0.0029
C  3.94  2.65  0.38  -0.0045
C  -1.75  -0.52  -3.04  -0.0556
C  -2.73  0.38  -2.62  0.0282
C  -4.02  0.32  -3.16  0.0129
C  -4.33  -0.67  -4.12  -0.0025
C  -3.36  -1.60  -4.50  0.0028
C  -2.08  -1.54  -3.95  -0.0038
C  0.78  -1.94  -2.87  0.0750
C  0.78  -3.09  -2.06  -0.0128
C  1.44  -4.24  -2.49  0.0030
C  2.12  -4.23  -3.72  0.0075
C  2.15  -3.06  -4.51  0.0069
C  1.49  -1.91  -4.06  0.0037
H  2.08  2.67  -3.02  0.0125
H  0.53  1.00  -4.30  0.0036
H  1.71  4.48  -1.97  -0.0018
H  1.13  6.77  -1.21  0.0003
H  0.02  7.12  1.00  -0.0001
H  -0.47  5.15  2.47  0.0001
H  0.20  2.85  1.73  -0.0146
H  3.16  -0.49  -0.76  -0.0353
H  5.52  -0.90  -0.03  0.0014
H  6.88  0.97  0.92  0.0000
H  5.86  3.25  1.19  -0.0002
H  3.47  3.64  0.52  0.0014
H  -2.48  1.15  -1.88  0.0194
H  -4.77  1.05  -2.86  0.0003
H  -5.34  -0.69  -4.56  0.0001
H  -3.61  -2.37  -5.24  0.0000
H  -1.32  -2.28  -4.24  0.0008
H  0.26  -3.06  -1.10  -0.0249
H  1.41  -5.15  -1.88  0.0002
H  2.62  -5.13  -4.07  0.0006
H  2.67  -3.05  -5.47  0.0012
H  1.53  -0.99  -4.65  0.0027
F  -1.43  1.10  4.80  -0.0002
C  -0.34  0.72  4.09  0.0003
F  0.63  1.67  4.26  0.0005
F  0.12  -0.45  4.61  0.0005
C  -0.71  0.56  2.54  0.0026
O  -1.88  0.71  2.22  0.0233
O  0.33  0.31  1.81  0.0935

Calculated values
Net charge ... +2
ΔE to the lowest compared entry with this formula, charge and spin ... 0.00 kcal/mol
Energy ... -71903.8342 eV
2S+1 ... 4
Expectation value of S² ... 4.0495
Gap between HOMO and LUMO (spin up / spin down) ... 0.115 / 0.158 hartree